(1)
This record from the Open Molecules 2025 dataset describes a molecular structure, C26H42IrN4O5Si. The level of theory is ωB97M-V/def2-TZVPD.

Each line ends with the Mulliken charge.
Cartesian coordinates (Å):
Ir: -0.153 -0.377 0.276  5.415
C: 3.853 -1.798 3.249  -0.958
N: 2.445 -1.408 3.231  0.326
C: 1.757 -1.326 4.519  -1.028
C: 1.829 -1.052 2.121  0.378
O: 0.621 -0.684 2.149  -1.166
C: 2.628 -1.105 0.824  -1.251
O: 1.883 -0.419 -0.198  -1.039
C: 2.107 -0.754 -1.578  -1.412
C: 0.812 -0.549 -2.350  0.655
O: -0.294 -0.354 -1.776  -1.407
N: 0.882 -0.620 -3.666  0.366
C: 2.143 -0.880 -4.359  -1.001
C: -0.325 -0.503 -4.487  -1.116
H: 4.027 -2.389 4.144  0.314
H: 4.506 -0.924 3.277  0.292
H: 4.101 -2.419 2.390  0.397
H: 1.918 -2.254 5.064  0.397
H: 0.696 -1.176 4.359  0.292
H: 2.158 -0.493 5.097  0.348
H: 2.760 -2.150 0.527  0.685
H: 3.589 -0.603 0.941  0.658
H: 2.381 -1.810 -1.650  0.678
H: 2.899 -0.113 -1.965  0.670
H: 2.865 -0.083 -4.182  0.327
H: 1.938 -0.914 -5.425  0.388
H: 2.569 -1.838 -4.061  0.351
H: -1.190 -0.365 -3.847  0.309
H: -0.447 -1.410 -5.077  0.413
H: -0.226 0.352 -5.155  0.388
C: 1.325 2.434 -1.030  -1.504
Si: -0.065 2.044 0.208  -1.548
C: 0.481 2.814 1.879  2.882
C: 0.404 4.348 1.864  -1.981
C: 1.956 2.470 2.140  -1.968
C: -0.373 2.291 3.041  -1.641
C: -1.623 2.900 -0.545  2.514
C: -2.234 2.039 -1.660  -1.577
C: -1.199 4.226 -1.203  -1.817
C: -2.721 3.223 0.478  -1.695
H: 1.507 3.510 -1.051  0.606
H: 1.045 2.146 -2.048  0.285
H: 2.269 1.954 -0.776  0.217
H: 0.999 4.781 1.057  0.338
H: 0.804 4.737 2.806  0.556
H: -0.615 4.718 1.770  0.350
H: 2.614 2.926 1.397  0.271
H: 2.144 1.397 2.142  0.318
H: 2.256 2.853 3.121  0.598
H: -1.426 2.545 2.917  0.278
H: -0.037 2.741 3.982  0.532
H: -0.301 1.207 3.145  0.152
H: -1.507 1.820 -2.445  0.199
H: -3.062 2.587 -2.123  0.635
H: -2.630 1.091 -1.295  0.229
H: -0.547 4.065 -2.063  0.311
H: -0.690 4.902 -0.517  0.279
H: -2.093 4.743 -1.566  0.594
H: -3.076 2.345 1.012  0.184
H: -3.578 3.659 -0.046  0.533
H: -2.393 3.956 1.215  0.327
O: 1.892 -3.585 -0.680  -0.853
C: 0.717 -3.727 -0.334  -0.363
N: -0.137 -2.737 0.080  0.335
C: -1.357 -3.343 0.394  -0.226
O: -2.351 -2.771 0.792  -0.681
C: -1.258 -4.812 0.149  0.148
C: -2.175 -5.829 0.302  -0.415
C: -1.749 -7.116 -0.017  -0.540
C: -0.453 -7.356 -0.467  -0.575
C: 0.463 -6.317 -0.615  -0.277
C: 0.024 -5.049 -0.298  0.256
H: -3.179 -5.634 0.654  0.490
H: -2.434 -7.947 0.087  0.408
H: -0.156 -8.369 -0.705  0.424
H: 1.472 -6.494 -0.964  0.514
N: -3.055 -0.110 1.180  -0.452
C: -1.943 -0.252 0.822  -0.612
H: -3.819 -0.757 1.302  0.292

Summary:
ΔE to the lowest compared entry with this formula, charge and spin: 0.0 kcal per mole
Net charge: +1
HOMO level: -11.3 eV
E: -54554.78926 eV

(2)
This record from the Open Molecules 2025 dataset describes a molecular structure, C26H42N3OP2Pd. The level of theory is ωB97M-V/def2-TZVPD.

Each line ends with the Mulliken charge.
Cartesian coordinates (Å):
Pd: -0.316 -0.153 -0.153  -0.846
C: -0.765 0.758 -4.130  -1.415
C: 0.445 1.324 -3.390  0.392
C: 1.662 0.407 -3.512  -1.588
P: 0.080 1.584 -1.616  1.025
C: -1.303 2.807 -1.509  0.777
C: -1.071 4.121 -2.247  -1.719
C: -1.618 3.079 -0.033  -1.409
C: 1.495 2.359 -0.838  -0.104
C: 2.102 3.540 -1.268  -0.568
C: 3.077 4.146 -0.501  -1.044
C: 3.417 3.577 0.725  -0.903
C: 2.848 2.391 1.146  -0.435
C: 1.915 1.723 0.339  0.184
N: 1.388 0.477 0.680  0.449
C: 2.202 -0.508 1.243  0.426
C: 3.602 -0.449 1.224  -0.744
C: 4.362 -1.430 1.834  -0.787
C: 3.764 -2.499 2.485  -1.089
C: 2.383 -2.594 2.476  -0.510
C: 1.598 -1.636 1.841  -0.117
P: -0.202 -1.613 1.683  0.850
C: -0.994 -3.291 1.656  1.074
C: -0.311 -4.421 2.430  -1.933
C: -1.256 -3.761 0.225  -1.299
C: -0.856 -0.843 3.234  0.592
C: -0.378 0.600 3.390  -1.412
C: -0.538 -1.650 4.492  -1.422
H: -0.520 0.625 -5.184  0.538
H: -1.635 1.414 -4.074  0.328
H: -1.038 -0.218 -3.724  0.167
H: 0.694 2.309 -3.797  0.623
H: 1.472 -0.554 -3.027  0.237
H: 2.547 0.848 -3.053  0.303
H: 1.882 0.216 -4.563  0.493
H: -2.152 2.293 -1.972  0.632
H: -0.265 4.692 -1.788  0.389
H: -1.975 4.731 -2.197  0.452
H: -0.835 3.973 -3.302  0.371
H: -0.808 3.643 0.433  0.339
H: -1.722 2.150 0.532  -0.164
H: -2.536 3.660 0.063  0.536
H: 1.801 3.991 -2.206  0.552
H: 3.546 5.062 -0.830  0.469
H: 4.143 4.067 1.360  0.416
H: 3.136 1.961 2.096  0.673
H: 4.102 0.363 0.718  0.584
H: 5.441 -1.357 1.792  0.415
H: 4.362 -3.257 2.971  0.465
H: 1.921 -3.435 2.966  0.396
H: -1.959 -3.084 2.134  0.368
H: 0.575 -4.766 1.898  0.438
H: -1.001 -5.264 2.492  0.468
H: -0.028 -4.152 3.444  0.389
H: -0.323 -3.841 -0.339  0.324
H: -1.914 -3.084 -0.314  0.024
H: -1.716 -4.750 0.249  0.546
H: -1.943 -0.837 3.083  0.567
H: 0.699 0.632 3.568  0.284
H: -0.873 1.052 4.251  0.612
H: -0.587 1.206 2.508  -0.043
H: 0.536 -1.821 4.586  0.287
H: -1.051 -2.610 4.513  0.326
H: -0.859 -1.090 5.372  0.459
C: -3.241 -2.361 -3.217  -0.754
N: -3.799 -1.284 -2.411  -0.293
C: -3.105 -0.660 -1.445  0.874
N: -3.741 0.294 -0.730  -0.338
O: -1.908 -0.958 -1.246  -0.584
H: -3.555 -2.240 -4.251  0.351
H: -3.564 -3.336 -2.853  0.309
H: -2.158 -2.310 -3.165  0.213
H: -4.781 -1.087 -2.500  0.184
H: -4.728 0.456 -0.820  0.214
H: -3.270 0.675 0.071  0.133

Summary:
ΔE to the lowest compared entry with this formula, charge and spin: 3.1 kcal per mole
Net charge: +1
HOMO level: -9.6 eV
E: -56216.98218 eV

(3)
This record from the Open Molecules 2025 dataset describes a molecular structure, C26H42N5O3PbSbSe2. The level of theory is ωB97M-V/def2-TZVPD.

Each line ends with the Mulliken charge.
Cartesian coordinates (Å):
Pb: 0.808 -0.420 -0.947  1.014
O: 0.710 0.036 1.440  -0.192
H: 0.792 -0.726 2.071  0.161
H: 1.468 0.622 1.583  0.302
N: 5.572 -6.178 1.804  -0.481
C: 4.923 -5.317 1.413  -0.342
C: 4.108 -4.231 0.935  0.627
C: 3.294 -4.398 -0.178  -0.750
C: 2.522 -3.323 -0.582  -0.837
N: 2.530 -2.150 0.048  1.159
C: 3.320 -1.996 1.107  -0.543
C: 4.126 -3.006 1.594  -0.779
H: 3.247 -5.338 -0.707  0.535
H: 1.858 -3.422 -1.432  0.587
H: 3.309 -1.021 1.580  0.424
H: 4.748 -2.848 2.462  0.561
N: -1.419 -4.840 2.758  -0.596
C: -0.070 -4.304 2.881  0.003
C: -0.119 -2.792 3.004  0.259
O: 0.884 -2.104 3.013  -0.746
O: -1.328 -2.287 3.114  -0.395
H: -1.577 -5.181 1.813  0.135
H: -1.926 -3.076 3.028  0.439
H: -1.590 -5.596 3.404  0.202
H: 0.555 -4.536 2.015  0.089
H: 0.444 -4.682 3.766  0.453
Se: 2.807 1.574 -0.627  -0.317
C: 3.950 0.317 -1.503  -0.070
C: 3.640 -0.187 -2.766  -0.036
C: 4.434 -1.184 -3.316  -0.547
N: 5.504 -1.697 -2.715  -0.629
C: 5.821 -1.181 -1.527  -0.385
C: 5.092 -0.189 -0.891  -0.343
H: 2.800 0.202 -3.329  0.529
H: 4.188 -1.593 -4.290  0.391
H: 6.707 -1.590 -1.052  0.395
H: 5.400 0.171 0.083  0.436
Se: -0.758 -5.204 -0.742  -0.227
C: -0.692 -3.472 -0.273  -0.267
N: -0.616 -2.347 0.033  -0.183
C: 0.117 3.542 1.381  -1.274
C: -0.837 3.783 0.209  1.660
C: -1.978 4.694 0.651  -1.713
C: -0.050 4.453 -0.918  -1.811
Sb: -1.489 1.813 -0.498  0.688
C: -3.105 1.211 0.857  1.774
C: -3.366 -0.275 0.606  -1.531
C: -4.394 2.004 0.666  -1.676
C: -2.601 1.370 2.292  -1.756
C: -2.444 2.177 -2.435  1.682
C: -1.308 2.251 -3.458  -1.568
C: -3.294 3.441 -2.514  -1.610
C: -3.302 0.955 -2.766  -1.947
H: 0.471 4.507 1.759  0.517
H: 0.995 2.976 1.064  -0.059
H: -0.354 3.010 2.208  0.282
H: -1.567 5.670 0.932  0.546
H: -2.504 4.301 1.522  0.304
H: -2.708 4.860 -0.142  0.242
H: 0.412 5.369 -0.533  0.500
H: -0.687 4.738 -1.756  0.316
H: 0.754 3.813 -1.291  0.247
H: -3.719 -0.473 -0.407  0.226
H: -4.144 -0.619 1.298  0.520
H: -2.476 -0.882 0.779  0.101
H: -4.827 1.855 -0.324  0.257
H: -4.253 3.074 0.819  0.258
H: -5.133 1.659 1.398  0.532
H: -1.657 0.847 2.453  0.203
H: -3.339 0.930 2.972  0.515
H: -2.478 2.415 2.576  0.306
H: -0.625 3.081 -3.273  0.295
H: -1.730 2.382 -4.461  0.498
H: -0.719 1.329 -3.472  0.230
H: -2.700 4.344 -2.373  0.256
H: -4.099 3.446 -1.780  0.234
H: -3.752 3.505 -3.508  0.547
H: -2.741 0.021 -2.671  0.319
H: -3.645 1.027 -3.804  0.541
H: -4.186 0.884 -2.133  0.316

Summary:
ΔE to the lowest compared entry with this formula, charge and spin: 0.0 kcal per mole
Net charge: 0
HOMO level: -7.9 eV
E: -183715.72673 eV